Record 1
18
Properties=species:S:1:pos:R:3:forces:R:3 method="wB97M-V/def2-TZVPD" e_homo_ev=-8.9312
C -0.31348 -0.06868 -1.93350 -1.2 -2.7 2.0
C 0.95559 -0.44277 -1.06101 3.5 2.2 -2.5
C 0.07931 0.71738 -0.77806 3.1 3.4 1.5
C -0.11387 -0.82125 2.33027 0.2 -3.9 -0.5
H 1.51950 0.45932 -3.43687 -3.6 0.2 -0.3
H -0.91051 -0.52068 -3.60491 2.2 4.4 -0.4
H -1.01697 -0.94926 -1.60497 0.7 1.6 -1.5
H 2.29671 -0.55067 -1.21965 -4.3 1.0 -0.3
H 0.73474 -1.20126 -0.43520 -0.8 -2.7 1.9
H 0.46595 1.67954 -1.36774 -0.7 -1.4 2.4
H -0.82907 1.69930 0.91729 -0.8 0.1 0.0
H -1.50792 -1.09959 0.86350 2.2 3.8 0.5
H -0.19486 -2.06991 2.39973 -0.9 3.3 -0.2
H 1.20439 0.51012 2.96953 -1.1 0.0 0.0
N -0.41123 0.60123 -3.25060 1.4 -6.1 0.2
N -0.30337 0.86241 0.74521 0.7 1.5 -4.6
N -0.77404 -0.26555 1.24844 -2.7 -5.4 1.2
N 0.71616 -0.37880 3.13881 1.9 0.6 0.7

Record 2
25
Properties=species:S:1:pos:R:3:forces:R:3 method="wB97M-V/def2-TZVPD" e_homo_ev="-7.5169 / -7.1812"
C -0.51501 0.71617 3.28068 -0.2 -0.2 -0.4
C -0.99230 0.18694 2.30234 0.3 0.3 0.6
C -1.08284 1.23803 -2.68674 0.0 0.0 0.0
C -1.83073 0.08107 -2.49514 0.0 0.0 -0.2
C -0.48732 1.85719 -1.59462 0.0 0.1 -0.1
C -1.97293 -0.45771 -1.23801 0.1 0.1 0.3
C -0.63024 1.33678 -0.32804 -0.3 -0.2 0.1
C -1.37745 0.15470 -0.11305 0.1 0.5 -0.9
C 2.04189 -1.83236 1.15400 0.0 -0.4 0.4
C -1.52773 -0.39474 1.17302 -0.2 -0.5 0.2
C 1.86602 -1.23006 -0.12017 -0.2 -0.1 -0.1
N 2.15610 0.06878 -0.34820 0.2 0.2 0.2
O 2.52069 -0.96450 2.10347 0.1 0.2 -0.2
O 1.79325 -2.99603 1.42875 0.1 0.1 -0.1
H -0.11618 1.17214 4.13839 0.2 0.2 0.4
H -0.96687 1.65566 -3.67616 0.0 0.0 -0.1
H -2.30491 -0.39681 -3.33933 0.0 -0.1 -0.1
H 0.08890 2.75975 -1.73972 0.0 0.1 0.0
H -2.55397 -1.35621 -1.09608 -0.1 -0.1 0.0
H -0.18876 1.83055 0.52513 0.1 0.0 0.0
H -2.08530 -1.31200 1.29567 -0.1 -0.1 0.0
H 1.47312 -1.82736 -0.92451 0.0 -0.1 0.0
H 2.40192 0.60819 0.47026 -0.1 0.1 -0.2
H 2.58981 -1.44731 2.93724 -0.1 -0.1 -0.1
H 1.70086 0.54911 -1.10917 0.1 0.0 0.1

Record 3
12
Properties=species:S:1:pos:R:3:forces:R:3 method="wB97M-V/def2-TZVPD" smiles=c1cc2cncn2o1 e_homo_ev=-8.3500
C 2.06477 0.00095 -0.03384 -2.3 -0.2 1.2
C 1.34174 1.13088 -0.04531 -1.4 -0.1 0.0
C -0.06837 0.66766 -0.10550 3.8 3.8 0.4
C -1.30646 1.17229 -0.01066 -2.2 0.4 1.9
C -1.35502 -1.07609 0.01199 1.3 0.7 -0.5
H 3.05866 -0.32352 0.02431 1.2 0.0 0.1
H 1.47257 2.20527 0.11411 0.9 -0.7 -0.5
H -1.59834 2.28456 0.40724 0.4 -3.3 -1.7
H -1.64055 -2.05781 -0.29548 -0.2 -0.4 0.5
N -2.08997 -0.01014 0.05597 -1.5 1.7 -0.1
N -0.03393 -0.63288 -0.11124 -1.8 -1.7 0.0
O 1.18937 -1.12268 0.15458 1.9 -0.3 -1.3

Record 4
27
Properties=species:S:1:pos:R:3:forces:R:3 method="wB97M-V/def2-TZVPD" smiles="O=CNCC(=O)O.O.O.O.O.O" e_homo_ev=-10.1247
C -0.63456 -1.90488 -1.27854 1.1 -0.7 0.0
N 0.26108 -1.24938 -0.46684 -1.4 0.3 0.0
C 1.09939 -1.93127 0.50288 1.4 0.9 -0.8
C 2.59568 -1.92028 0.07611 -0.8 -0.7 0.1
O 2.94411 -1.16498 -0.95988 1.4 0.1 -0.2
O 3.35907 -2.71562 0.55345 0.0 0.6 0.0
O -1.67973 -1.49029 -1.73299 0.7 -0.1 0.1
H -0.20250 -2.90715 -1.54948 -0.6 0.3 0.2
H -0.00376 -0.30502 -0.16114 0.0 -0.3 -0.4
H 0.96491 -1.35249 1.42223 0.3 -0.7 0.2
H 0.98422 -3.00741 0.60590 -0.9 0.1 0.2
H 2.32182 -0.53251 -1.31369 -0.9 0.0 0.3
H -3.54558 0.84929 -1.90602 -0.9 -0.7 0.0
H -2.18025 0.24606 -2.35176 -0.3 -0.3 0.3
O -2.62842 1.02848 -2.01356 1.2 1.2 -0.6
H 1.06688 2.03572 -0.76045 -0.3 0.0 0.3
H 0.70315 1.90303 0.73738 -0.7 0.2 -0.7
O 0.42218 1.63671 -0.15486 0.6 -0.3 -0.3
H -2.42208 1.84043 -0.22926 -0.2 -1.0 0.4
H -3.70583 2.37955 0.04921 -0.8 0.3 0.6
O -3.13299 1.72548 0.45346 0.8 0.8 -1.1
H -0.09459 3.23121 2.53500 -0.3 0.0 -0.3
H 1.18812 2.71676 2.02824 0.6 0.2 0.5
O 0.59242 3.45399 1.89014 0.1 0.2 0.4
H -1.91656 1.68463 1.55227 0.6 0.0 0.9
H -1.64834 0.76213 2.72850 0.0 -0.1 0.3
O -1.22106 1.46498 2.23711 -0.5 0.0 -0.4

Record 5
20
Properties=species:S:1:pos:R:3:forces:R:3 method="wB97M-V/def2-TZVPD" multiplicity=3 charge=+1 s2=2.016 e_homo_ev="-10.1026 / -13.5426"
C 1.89462 1.48673 -0.69557 2.0 3.5 -1.6
C 1.10964 0.46531 -0.19679 -4.8 -3.9 2.0
C -0.90961 -0.81282 -0.97758 2.6 -1.9 0.5
C -2.18863 -1.06494 -0.24353 -0.3 0.3 1.2
C -1.57246 1.13132 0.72629 1.4 0.3 2.7
C 1.51085 -0.37332 0.94298 1.3 -2.3 -0.2
N -0.25205 0.44022 -0.56401 3.2 2.8 -2.0
S -3.01654 0.52299 0.06809 0.2 -0.1 -0.3
H 1.24051 2.14999 -1.32971 1.8 0.0 0.5
H 3.00666 1.56299 -0.48569 -1.8 0.1 -0.6
H -0.05420 -1.61712 -0.79792 -2.3 1.2 -0.3
H -1.01686 -0.72257 -2.02917 -0.3 -0.1 -1.0
H -2.91095 -1.68015 -0.76572 0.3 -0.5 0.1
H -1.91433 -1.38845 0.77430 -0.5 -0.6 -0.5
H -1.01981 0.58931 1.65560 -1.6 1.2 -2.2
H -1.44397 2.22612 0.71877 -0.1 -0.6 0.1
H 2.34706 -1.08475 0.63110 -0.3 1.3 0.4
H 0.86956 -1.14796 1.37647 -0.9 0.5 -0.5
H 1.81576 0.20688 1.80591 0.6 0.4 0.0
H -0.32515 1.22077 -1.31982 -0.5 -1.9 1.5

Record 6
11
Properties=species:S:1:pos:R:3:forces:R:3 method="wB97M-V/def2-TZVPD" smiles=C#Cc1cn[nH]c1 e_homo_ev=-8.9284
C -2.78967 -0.19887 0.56211 0.2 0.1 0.0
C -1.61728 0.01128 0.38325 -0.3 0.0 0.0
C -0.22231 0.05026 0.08096 0.3 -0.1 -0.1
C 0.75851 1.02129 0.21140 -0.1 -0.1 0.0
N 1.89661 0.46601 -0.26527 0.1 0.2 0.1
N 1.74199 -0.79220 -0.69810 -0.1 0.0 0.0
C 0.46868 -1.04854 -0.49234 -0.2 -0.4 -0.1
H -3.82866 -0.40625 0.70778 0.2 0.1 0.0
H 0.73264 2.03149 0.59436 0.0 -0.2 -0.1
H 2.81527 0.87764 -0.33217 -0.3 0.0 0.1
H 0.04422 -2.01212 -0.75198 0.1 0.2 0.0

ΔE to the lowest compared entry with this formula, charge and spin (computed, kcal/mol): 272.63, 103.99, 76.39, 26.69, 42.38, 42.81
DFT total energy (computed, eV): -10259.029, -17167.254, -10273.450, -21224.567, -18729.301, -8227.637